Entry from the Open Molecules 2025 dataset: a structure of composition C4H7FI2 at a distorted geometry (ωB97M-V with the def2-TZVPD basis set).

Summary:
Orbital gap (spin up / spin down): 0.2275 / 0.3082 hartree
ΔE to the lowest compared entry with this formula, charge and spin: 304.5 kJ/mol

The geometry in XYZ format:
```
14
C4H7FI2 | the Open Molecules 2025 dataset | ωB97M-V with the def2-TZVPD basis set
C -0.029 -0.774 0.879
C 1.025 1.008 -0.554
C -0.012 0.604 0.393
C -1.532 -0.825 -2.588
F 0.969 2.335 -0.877
I 0.301 -1.090 -3.551
I -2.349 -2.414 -1.473
H 0.781 -1.357 0.446
H -0.980 -1.268 0.619
H 0.035 -0.823 1.967
H 0.961 0.439 -1.521
H 2.042 0.807 -0.178
H -0.741 1.323 0.719
H -2.280 -0.421 -3.256
```

Results of the Löwdin charge analysis, in e, for atoms 1 through 2: -0.15 -0.30